Record 1
Formula: C15H25N3O2
Source: OMol25
Level of theory: the ωB97M-V functional and the def2-TZVPD basis

Each line ends with the natural charge from an NBO analysis.
Cartesian coordinates (Å):
C1 5.92045 -3.19223 -1.00598  -0.64
C2 5.28720 -2.55804 0.23090  -0.06
O1 5.07350 -1.16437 0.12890  -0.53
C3 4.14805 -0.73284 -0.84262  -0.06
C4 2.69939 -1.14121 -0.55264  -0.43
C5 1.72811 -0.39366 -1.46448  -0.22
N1 0.36470 -0.78498 -1.20271  -0.63
C6 -0.43517 -1.33179 -2.12614  0.67
O2 -0.12292 -1.57344 -3.27266  -0.63
C7 -1.83670 -1.68174 -1.58094  -0.30
N2 -2.36188 -0.69283 -0.68588  -0.16
C8 -3.43708 0.10219 -0.86015  -0.02
C9 -3.53421 0.91264 0.25052  -0.13
C10 -2.44490 0.53508 1.05734  0.15
N3 -1.75111 -0.43144 0.47465  -0.31
C11 -2.05458 1.10955 2.37176  -0.43
C12 -1.86772 2.62807 2.30187  -0.39
C13 -3.17568 3.41240 2.18859  -0.40
C14 -3.87187 3.32731 0.82943  -0.39
C15 -4.53421 1.97468 0.54864  -0.42
H1 6.79674 -2.62344 -1.30718  0.21
H2 5.22018 -3.22675 -1.83701  0.20
H3 6.22373 -4.20897 -0.77214  0.22
H4 4.35151 -3.07748 0.47894  0.16
H5 5.96745 -2.65422 1.08133  0.19
H6 4.22868 0.35785 -0.81955  0.18
H7 4.43670 -1.07591 -1.84474  0.16
H8 2.47224 -0.91395 0.49148  0.20
H9 2.57052 -2.21399 -0.70652  0.20
H10 1.93111 -0.62564 -2.51321  0.23
H11 1.83490 0.68677 -1.31482  0.19
H12 -0.02928 -0.61780 -0.27680  0.43
H13 -1.74848 -2.64028 -1.05593  0.23
H14 -2.51506 -1.80279 -2.42660  0.24
H15 -4.04943 0.03799 -1.73703  0.22
H16 -1.12424 0.63501 2.68873  0.23
H17 -2.82406 0.87661 3.11388  0.21
H18 -1.22066 2.87364 1.45658  0.20
H19 -1.35746 2.94916 3.21331  0.21
H20 -3.86512 3.07484 2.96676  0.19
H21 -2.95297 4.46474 2.38500  0.21
H22 -3.15269 3.54731 0.03690  0.20
H23 -4.64592 4.09825 0.79688  0.21
H24 -5.20918 2.07175 -0.30454  0.22
H25 -5.13260 1.68394 1.41785  0.21

**LUMO level**: 0.79 eV
**Relative energy (zero: lowest compared OMol25 entry of this formula, charge and spin)**: 99.2 kJ/mol
**HOMO level**: -8.83 eV
**SMILES**: CCOCCCNC(=O)Cn1cc2c(n1)CCCCC2
**2S+1**: 1
**HOMO-LUMO gap**: 0.353 hartree
**Total energy**: -901.32279 a.u.

Record 2
Formula: C72H84F8N16O16S8
Source: OMol25
Level of theory: the ωB97M-V functional and the def2-TZVPD basis

Each line ends with the Mulliken charge.
Cartesian coordinates (Å):
C1 28.70948 22.48737 -4.32690  -0.95
N1 27.47762 23.16065 -4.78836  0.06
C2 26.37958 22.39783 -5.12717  -0.22
C3 25.07263 22.95404 -5.19991  -0.72
C4 24.96480 24.40385 -5.05104  0.89
C5 26.17830 25.15330 -4.83263  -0.72
C6 27.41400 24.50710 -4.63980  -0.22
C7 23.57717 25.07924 -4.88528  1.37
C8 23.42914 26.32425 -4.35396  -0.62
C9 22.17588 26.80384 -3.92277  -0.73
N2 21.06528 25.98780 -4.07534  0.34
C10 21.12684 24.81879 -4.70322  -0.06
C11 22.36429 24.36226 -5.08884  -0.68
C12 19.80466 26.41985 -3.49576  -0.47
H1 28.69441 22.33696 -3.24744  0.35
H2 29.57389 23.05500 -4.67142  0.38
H3 28.83600 21.51972 -4.81245  0.35
H4 26.52389 21.36222 -5.39753  0.39
H5 24.24000 22.27114 -5.28219  0.26
H6 26.10907 26.22521 -4.94501  0.50
H7 28.36187 24.95948 -4.38824  0.45
H8 24.22773 27.04172 -4.23612  0.31
H9 21.96961 27.75245 -3.44950  0.67
H10 20.28025 24.15085 -4.76269  0.35
H11 22.40502 23.34433 -5.44740  0.28
H12 19.03389 25.69812 -3.76617  -0.55
H13 19.51858 27.44837 -3.71574  0.42
H14 20.02060 26.42842 -2.42740  0.46
C13 15.59600 14.53305 -10.51356  -0.92
N3 15.94421 15.91159 -10.23925  -0.02
C14 17.24230 16.20688 -10.11805  -0.19
C15 17.68117 17.49245 -9.85699  -0.71
C16 16.74900 18.58364 -9.81619  0.53
C17 15.37736 18.19324 -10.05386  -0.83
C18 15.00239 16.86758 -10.30018  -0.06
C19 17.07117 20.03935 -9.59467  0.95
C20 18.08403 20.56418 -10.33910  -0.62
C21 18.34506 21.94591 -10.24620  -0.30
N4 17.61581 22.69884 -9.44702  0.08
C22 16.66821 22.20594 -8.65033  -0.39
C23 16.30725 20.83423 -8.74333  -0.81
C24 17.98503 24.11779 -9.22503  -0.43
H15 15.58795 13.85638 -9.65907  0.35
H16 16.23598 14.17559 -11.32026  0.43
H17 14.54517 14.52092 -10.80288  0.32
H18 17.84410 15.31823 -9.99748  0.51
H19 18.72670 17.72897 -9.72538  0.52
H20 14.61891 18.96160 -10.08150  0.45
H21 13.97612 16.68651 -10.58369  0.40
H22 18.71341 19.95026 -10.96630  0.56
H23 19.03204 22.43915 -10.91788  0.47
H24 16.02246 22.89007 -8.11989  0.58
H25 15.55654 20.40767 -8.09457  0.61
H26 17.05939 24.69328 -9.23538  -0.19
H27 18.55306 24.44802 -10.09473  0.39
H28 18.50685 24.20225 -8.27179  0.31
C25 13.59560 21.55507 -3.36268  -0.90
N5 13.23128 22.05489 -2.01511  0.39
C26 13.04298 23.37033 -1.82803  -1.10
C27 12.64026 23.92933 -0.58282  0.49
C28 12.49735 23.11955 0.50544  0.39
C29 12.80350 21.80489 0.35023  -0.28
C30 13.07992 21.24818 -0.95320  -0.84
C31 11.90556 23.66291 1.80523  0.96
C32 12.33986 23.19978 3.02458  -0.55
C33 11.75914 23.67051 4.19462  -0.75
N6 10.75160 24.60738 4.10424  0.15
C34 10.28485 25.07592 2.91635  -0.23
C35 10.84366 24.56089 1.75152  -0.69
C36 10.16896 25.09575 5.32894  -0.86
H29 13.90986 22.32990 -4.06195  0.17
H30 12.67582 21.09914 -3.72907  0.42
H31 14.38204 20.80306 -3.29867  0.36
H32 13.15937 24.02331 -2.68036  0.71
H33 12.45243 24.99235 -0.54970  -0.19
H34 12.65970 21.10592 1.16089  0.72
H35 13.19567 20.17591 -1.01027  0.49
H36 13.20395 22.56763 3.16649  0.58
H37 12.10406 23.36190 5.17042  0.45
H38 9.48167 25.79564 2.97384  0.44
H39 10.38111 24.86438 0.82397  0.57
H40 10.75072 25.98594 5.56813  0.40
H41 10.34504 24.34055 6.09494  0.33
H42 9.11040 25.33074 5.21790  0.34
C37 15.92929 23.94141 6.47129  -0.92
N7 15.91787 23.61140 5.03753  0.11
C38 15.52803 24.49328 4.09566  -0.56
C39 15.73292 24.22778 2.73944  -0.15
C40 16.28462 22.96494 2.37664  0.71
C41 16.68254 22.08806 3.39376  -0.98
C42 16.39290 22.41776 4.68983  -0.66
C43 16.48861 22.47743 0.95200  1.13
C44 16.62470 23.35093 -0.18553  -0.65
C45 16.98946 22.87732 -1.46467  -0.85
N8 17.29997 21.55709 -1.69010  0.15
C46 17.12421 20.64368 -0.69788  -0.66
C47 16.73063 21.12215 0.59286  -0.77
C48 17.54890 21.08423 -2.98200  -0.65
H43 15.74185 25.00091 6.64572  0.35
H44 16.88940 23.64167 6.89133  0.40
H45 15.08093 23.43930 6.93633  0.38
H46 15.05087 25.39622 4.44696  0.60
H47 15.42294 24.84017 1.90560  0.31
H48 17.16069 21.14399 3.17809  0.61
H49 16.50854 21.72344 5.50894  0.57
H50 16.51297 24.42361 -0.12826  0.77
H51 17.02246 23.60316 -2.26371  1.00
H52 17.25265 19.62319 -1.02728  0.45
H53 16.54024 20.34479 1.31802  0.53
H54 16.59374 21.25398 -3.47895  0.16
H55 17.70935 20.00611 -2.98408  0.40
H56 18.45544 21.57975 -3.32949  0.18
C49 5.75857 31.36021 -9.89942  -1.00
N9 7.04205 30.77654 -9.54101  0.03
C50 8.20919 31.26206 -10.03916  -0.34
C51 9.40753 30.59482 -9.76115  -0.62
C52 9.39063 29.46207 -8.94689  0.74
C53 8.14742 28.97542 -8.43356  -0.64
C54 6.98336 29.62418 -8.80112  -0.39
C55 10.72419 28.78530 -8.75790  1.29
C56 11.00350 28.10664 -7.57268  -0.66
C57 12.15026 27.37565 -7.43480  -0.01
N10 12.93598 27.15910 -8.46829  0.28
C58 12.76853 27.79213 -9.69854  -0.33
C59 11.63508 28.65422 -9.83200  -1.03
C60 13.94842 26.09290 -8.32825  -1.09
H57 5.07490 31.19345 -9.06702  0.37
H58 5.32281 30.80199 -10.72804  0.36
H59 5.89052 32.44189 -9.87415  0.43
H60 8.13639 31.98628 -10.83704  0.48
H61 10.28688 30.76136 -10.36565  0.42
H62 8.17134 28.08547 -7.82215  0.62
H63 6.06519 29.17807 -8.44849  0.48
H64 10.25969 28.18776 -6.79385  0.34
H65 12.32559 26.84930 -6.50818  0.37
H66 13.41294 27.41937 -10.48097  0.53
H67 11.59019 29.14577 -10.79260  0.35
H68 13.40551 25.14829 -8.36091  0.50
H69 14.28528 26.15288 -7.29334  0.01
H70 14.82336 26.05592 -8.97725  0.46
C61 12.28169 28.11575 -3.09553  -0.82
N11 10.85453 28.35337 -2.91388  0.35
C62 10.21740 29.28645 -3.62901  -0.43
C63 8.79807 29.33323 -3.73409  -1.11
C64 8.05305 28.54632 -2.78554  1.07
C65 8.73651 27.60040 -1.97637  -0.91
C66 10.13834 27.54731 -2.06488  -0.59
C67 6.54746 28.55824 -2.73201  1.05
C68 5.89672 28.16479 -1.59125  -0.60
C69 4.46521 28.07081 -1.55025  -0.45
N12 3.77976 28.57360 -2.65511  0.08
C70 4.36365 28.96470 -3.78986  -0.17
C71 5.77748 28.86047 -3.85146  -0.77
C72 2.26322 28.57563 -2.55705  -0.83
H71 12.46503 27.08399 -3.39548  0.17
H72 12.74344 28.29281 -2.12417  0.22
H73 12.74644 28.78794 -3.81682  0.42
H74 10.93237 29.84711 -4.21287  0.66
H75 8.31997 29.99764 -4.43863  0.67
H76 8.16952 26.89621 -1.38557  0.53
H77 10.79968 26.81207 -1.63077  0.58
H78 6.40921 27.86519 -0.68902  0.62
H79 3.89079 27.72078 -0.70531  0.43
H80 3.82147 29.02149 -4.72218  0.36
H81 6.19256 29.14929 -4.80576  0.36
H82 1.75912 29.49926 -2.27263  0.35
H83 1.96315 27.75786 -1.90183  0.33
H84 1.80014 28.49035 -3.54010  0.35
N13 12.23926 27.22890 0.30358  0.22
S1 13.41844 27.30359 1.12147  0.60
O1 13.44153 26.41112 2.29607  -0.52
O2 14.12676 28.60008 1.18858  -0.66
F1 14.40970 26.50076 0.15334  -0.19
S2 11.28971 28.26403 1.30929  1.07
O3 11.11106 29.63033 0.93788  -0.58
O4 11.24371 27.92609 2.73753  -0.52
F2 9.81218 27.66633 0.81380  -0.29
N14 18.34941 28.22639 -8.44963  -0.55
S3 17.40700 28.64395 -7.37027  1.15
O5 17.42120 30.07210 -7.03887  -0.64
O6 17.14563 27.59747 -6.37449  -0.07
F3 16.00254 28.61911 -8.28394  -0.37
S4 19.62767 28.06754 -7.37910  1.01
O7 20.01196 26.62812 -7.24969  -0.58
O8 19.81800 28.97102 -6.27287  -0.52
F4 20.66453 28.51317 -8.50793  -0.30
N15 16.93715 30.82982 -2.16638  -0.38
S5 18.39048 31.53092 -2.51360  0.94
O9 18.40507 32.44374 -3.65043  -0.57
O10 19.66211 30.85780 -2.17372  -0.54
F5 18.18697 32.60705 -1.34350  -0.28
S6 17.28989 29.43213 -2.49203  0.93
O11 17.99163 28.69144 -1.43555  -0.69
O12 17.59437 29.07269 -3.86487  -0.13
F6 15.84093 28.77616 -2.34655  -0.22
N16 15.45960 24.31383 -3.82203  0.96
S7 16.49391 24.09023 -5.18459  0.11
O13 17.85689 23.62995 -4.83566  -0.48
O14 16.37141 24.80929 -6.44616  -0.23
F7 15.76856 22.70106 -5.66637  -0.47
S8 15.56001 25.72688 -3.90829  0.26
O15 14.61863 26.44568 -4.75666  -0.65
O16 16.77175 26.39875 -3.49816  -0.15
F8 14.82195 25.79656 -2.49938  -0.30

**LUMO level**: -15.35 eV
**Relative energy (zero: lowest compared OMol25 entry of this formula, charge and spin)**: 707.1 kJ/mol
**HOMO level**: -17.94 eV
**2S+1**: 1
**HOMO-LUMO gap**: 0.095 hartree
**Total energy**: -8854.64101 a.u.
**Charge**: +8

Record 3
Formula: C3H9N3O
Source: OMol25
Level of theory: the ωB97M-V functional and the def2-TZVPD basis

Each line ends with the natural charge from an NBO analysis.
Cartesian coordinates (Å):
N1 -1.15165 1.46674 -0.12868  -0.85
C1 -0.32621 1.18082 1.08072  -0.23
C2 -0.24848 -0.35125 1.16281  -0.25
N2 0.82285 -0.95259 0.50243  -0.15
O1 0.24684 -2.07289 -0.25087  -0.41
C3 0.44003 -0.87584 -0.97936  0.32
N3 1.50449 -0.83773 -1.90870  -0.85
H1 -1.09459 2.46554 -0.22049  0.36
H2 -2.08864 1.14872 -0.08410  0.36
H3 -0.71986 1.60633 1.95845  0.18
H4 0.65597 1.46375 0.98342  0.20
H5 -0.25389 -0.57896 2.33954  0.18
H6 -1.21839 -0.69334 0.92138  0.19
H7 -0.49565 -0.45432 -1.22981  0.20
H8 1.53507 -1.44610 -2.68734  0.38
H9 2.39212 -1.06888 -1.45939  0.38

**LUMO level**: 1.12 eV
**Relative energy (zero: lowest compared OMol25 entry of this formula, charge and spin)**: 418.8 kJ/mol
**HOMO level**: -9.56 eV
**SMILES**: NCCN1O[C@@H]1N
**2S+1**: 1
**HOMO-LUMO gap**: 0.393 hartree
**Total energy**: -359.08493 a.u.

Record 4
Formula: C4H11NO3
Source: OMol25
Level of theory: the ωB97M-V functional and the def2-TZVPD basis

Each line ends with the natural charge from an NBO analysis.
Cartesian coordinates (Å):
C1 -1.28119 -0.78397 0.48829  -0.45
N1 -0.60724 -0.03774 -0.61153  -0.63
C2 0.74766 -0.03796 -0.50122  -0.17
C3 1.42926 0.57897 0.68006  0.42
O1 0.95265 0.54248 1.78978  -0.53
C4 1.23434 -1.58292 -0.50654  -0.05
O2 2.33924 -1.80108 -1.34755  -0.71
H1 -2.14746 -0.23653 0.75455  0.19
H2 -1.64028 -1.75480 0.25386  0.18
H3 -0.73008 -0.82310 1.46198  0.22
H4 -1.15659 0.77637 -0.72101  0.39
H5 1.00950 0.49835 -1.48092  0.22
H6 2.46662 1.05519 0.52399  0.11
H7 0.54510 -2.12562 -1.03153  0.20
H8 1.43237 -1.88876 0.47580  0.17
H9 3.15893 -1.45991 -0.94071  0.46
O3 -2.18533 3.14155 0.16825  -0.93
H10 -2.63074 3.14418 0.97515  0.46
H11 -2.93677 2.79528 -0.43069  0.46

**LUMO level**: 0.61 eV
**Relative energy (zero: lowest compared OMol25 entry of this formula, charge and spin)**: 341.4 kJ/mol
**HOMO level**: -8.39 eV
**SMILES**: CN[C@@H](C=O)CO.O
**2S+1**: 1
**HOMO-LUMO gap**: 0.331 hartree
**Total energy**: -439.39587 a.u.